The following is a DFT calculation (ωB97M-V/def2-TZVPD) of C7H10 in the gas phase.

The charge is 0. The SMILES is C=CC1CC(=C)C1. The value obtained for the total energy is -272.64896 a.u. The HOMO energy is -9.325 eV. The energy relative to the best compared isomer or geometry (same formula, charge and spin) is 43.32 kcal per mole.

Each line ends with the Löwdin charge.
Atoms and positions in Å:
C (0.850, -2.095, -1.434)  0.006
C (-0.253, -1.768, -0.768)  -0.155
C (-0.370, -0.737, 0.313)  -0.301
C (0.840, 0.174, 0.651)  -0.100
C (-0.090, 1.369, 0.567)  -0.311
C (0.005, 2.634, 0.950)  0.045
C (-1.204, 0.535, -0.035)  -0.095
H (1.814, -1.639, -1.222)  0.049
H (0.832, -2.842, -2.223)  0.052
H (-1.190, -2.266, -1.027)  0.103
H (-0.767, -1.203, 1.224)  0.140
H (1.602, 0.185, -0.136)  0.105
H (1.335, -0.001, 1.612)  0.116
H (0.913, 3.023, 1.404)  0.058
H (-0.822, 3.328, 0.819)  0.058
H (-2.194, 0.625, 0.424)  0.112
H (-1.301, 0.678, -1.119)  0.119



The following is a DFT calculation (ωB97M-V/def2-TZVPD) of an isolated ion of composition C2H4NO2 and charge -1.

The charge is -1. The SMILES is NCC(=O)[O-]. The value obtained for the total energy is -283.90264 a.u. The HOMO energy is -3.690 eV. The energy relative to the best compared isomer or geometry (same formula, charge and spin) is 5.26 kcal per mole.

Each line ends with the Löwdin charge.
Atoms and positions in Å:
N (1.305, -0.353, -0.037)  -0.038
C (0.176, 0.573, 0.183)  -0.238
C (-1.198, -0.147, 0.056)  -0.756
O (-2.015, 0.333, -0.755)  -0.100
O (-1.297, -1.200, 0.747)  -0.118
H (0.954, -1.287, 0.156)  0.041
H (1.594, -0.318, -1.007)  0.037
H (0.218, 1.397, -0.539)  0.087
H (0.262, 1.000, 1.195)  0.085



The following is a DFT calculation (ωB97M-V/def2-TZVPD) of an isolated ion of composition C4H11N2S and charge -1 in a non-equilibrium geometry.

The charge is -1. The SMILES is CN[C@H](CN)C[S-]. The value obtained for the total energy is -666.70489 a.u. The HOMO energy is -2.510 eV. The energy relative to the best compared isomer or geometry (same formula, charge and spin) is 26.15 kcal per mole.

Each line ends with the Löwdin charge.
Atoms and positions in Å:
C (-0.019, -1.452, -1.971)  -0.146
N (0.790, -0.695, -0.975)  -0.111
C (-0.086, 0.005, 0.042)  -0.453
C (0.603, 1.376, 0.281)  -0.243
N (-0.419, 2.453, 0.570)  -0.039
C (-0.165, -0.760, 1.352)  -0.677
S (-1.670, -0.193, 2.327)  0.075
H (-0.206, -0.793, -2.816)  0.062
H (0.618, -2.269, -2.309)  0.060
H (-0.939, -1.873, -1.564)  0.071
H (1.347, -1.402, -0.509)  0.076
H (-1.044, 0.146, -0.441)  0.106
H (1.072, 1.626, -0.665)  0.076
H (1.289, 1.418, 1.124)  0.096
H (-0.173, 2.821, 1.475)  0.029
H (-1.287, 1.992, 0.793)  -0.026
H (0.660, -0.573, 2.031)  0.025
H (-0.373, -1.827, 1.257)  0.019



The following is a DFT calculation (ωB97M-V/def2-TZVPD) of C12H6ClF6N2O12P2S2 as an isolated structure in a non-equilibrium geometry.

The charge is -1. The value obtained for the total energy is -4011.85417 a.u. The HOMO energy is -6.523 eV. The energy relative to the best compared isomer or geometry (same formula, charge and spin) is 22.18 kcal per mole.

Each line ends with the Löwdin charge.
Atoms and positions in Å:
O (-5.166, -0.260, 2.104)  0.133
N (-4.251, 0.331, 2.485)  0.044
O (-3.037, -0.488, 2.347)  -0.062
C (-2.356, -0.100, 1.207)  -0.272
C (-2.185, 1.247, 0.945)  0.063
C (-1.539, 1.580, -0.202)  -0.083
C (-1.057, 0.615, -1.071)  -0.078
C (-1.206, -0.711, -0.800)  0.033
C (-1.863, -1.044, 0.359)  -0.149
P (-2.056, -2.811, 0.752)  0.471
O (-1.421, -3.621, -0.281)  -0.253
O (-3.596, -3.209, 0.999)  -0.117
O (-1.296, -3.071, 2.141)  -0.085
C (-0.396, 1.120, -2.332)  -0.320
O (0.564, 0.595, -2.851)  0.136
C (-1.029, 2.385, -2.878)  -0.308
P (-1.203, 2.633, -4.713)  0.604
O (-0.719, 4.197, -4.891)  -0.362
Cl (-3.276, 2.717, -5.048)  0.158
C (-1.488, 3.305, -2.046)  -0.002
C (-1.362, 3.036, -0.564)  -0.296
O (-1.111, 3.902, 0.246)  0.130
H (-2.564, 2.035, 1.581)  0.135
H (-0.836, -1.466, -1.481)  0.137
H (-4.135, -2.805, 0.309)  0.079
H (-1.089, -2.208, 2.531)  0.081
H (-1.447, 4.813, -4.731)  0.035
H (-1.973, 4.222, -2.366)  0.114
C (3.969, 0.739, 2.984)  -0.682
F (3.516, 1.344, 4.086)  0.124
F (4.111, 1.678, 2.038)  0.118
F (5.194, 0.271, 3.256)  0.120
S (2.832, -0.600, 2.454)  0.557
O (1.585, 0.072, 2.183)  -0.308
O (2.807, -1.510, 3.563)  -0.288
N (3.644, -1.077, 1.183)  -0.291
S (2.956, -2.286, 0.419)  0.561
O (1.732, -1.964, -0.254)  -0.285
O (2.975, -3.546, 1.102)  -0.278
C (4.194, -2.477, -0.922)  -0.680
F (5.411, -2.764, -0.439)  0.117
F (4.317, -1.358, -1.650)  0.119
F (3.849, -3.462, -1.754)  0.131



The following is a DFT calculation (ωB97M-V/def2-TZVPD) of C6H8OSSi in the gas phase in a non-equilibrium geometry.

The charge is 0. The SMILES is C[C@@H]1O[SiH2]c2ccsc21. The value obtained for the total energy is -996.32138 a.u. The HOMO energy is -8.836 eV. The energy relative to the best compared isomer or geometry (same formula, charge and spin) is 6.41 kcal per mole.

Each line ends with the Löwdin charge.
Atoms and positions in Å:
C (0.923, 2.045, -0.185)  -0.036
C (0.604, 0.874, 0.746)  -0.381
O (1.546, -0.182, 0.733)  -0.280
Si (1.062, -1.651, 0.319)  0.635
C (-0.861, -1.165, 0.175)  -0.285
C (-2.171, -1.577, -0.117)  -0.237
C (-3.076, -0.602, 0.072)  -0.439
S (-2.359, 0.954, 0.227)  1.030
C (-0.854, 0.229, 0.366)  -0.536
H (0.277, 2.156, -1.091)  0.093
H (1.883, 1.723, -0.470)  0.061
H (0.892, 3.014, 0.313)  0.080
H (0.549, 1.109, 1.843)  0.152
H (1.568, -2.500, 1.494)  -0.023
H (1.643, -2.121, -0.920)  -0.052
H (-2.218, -2.615, -0.576)  0.130
H (-4.130, -0.774, -0.280)  0.088